# 1
Molecular formula: C43H39AsCl5CsN6OS
Method: DFT, ωB97M-V/def2-TZVPD

```
97
Properties=species:S:1:pos:R:3:forces:R:3
Cs -1.081340 0.328132 0.433458 0.1 -0.3 0.9
As 1.047881 2.937615 -0.738526 -0.3 0.1 -1.4
Cl -7.144991 0.280541 -4.206505 0.0 0.0 0.0
Cl -5.586106 -2.423027 -4.373637 0.0 0.0 0.0
Cl -6.264713 2.458238 -2.139845 0.0 0.0 0.0
Cl -3.796211 1.947882 -0.294319 -0.4 0.4 -0.1
Cl -3.199215 -2.979012 -2.424876 0.0 0.0 0.0
S -2.639745 1.627600 3.353272 -0.4 0.3 0.1
O -4.019277 1.096871 3.542358 0.1 0.0 0.1
N 1.573418 -1.925331 -1.584350 0.0 -0.1 0.0
N 1.019184 -2.838049 1.123892 -0.1 0.3 -0.1
N -0.253970 -1.270482 3.204824 -0.2 0.0 0.0
N 0.569184 -1.081571 -1.297657 0.5 -0.3 -0.5
N 1.498313 2.947044 2.667111 -0.1 0.0 0.0
N -0.332707 -2.519606 3.689153 0.0 -0.1 0.0
C 6.387630 -2.606902 -0.857670 -0.1 0.0 0.0
C -2.126801 2.254476 4.964346 0.1 0.0 0.0
C 1.309341 2.982102 -3.890430 0.1 0.0 -0.2
C 3.355518 -3.461578 1.293226 0.0 0.0 -0.1
C -0.110435 -0.488193 4.264120 0.1 0.0 0.0
C -5.795391 -0.011049 -3.158121 0.0 0.0 0.0
C -0.419145 -3.700148 2.878049 0.0 0.1 0.0
C 1.537244 4.237941 -4.473557 -0.1 0.0 0.0
C 2.693391 1.955534 -1.144518 0.1 0.0 0.1
C -0.151152 -0.993703 -2.407637 0.1 -0.1 -0.2
C -5.394646 0.955001 -2.239472 0.0 0.1 0.0
C -1.678604 3.917016 2.145187 0.1 -0.1 0.0
C 0.393389 -1.783167 -3.435884 0.0 0.1 0.0
C -4.033421 -1.423726 -2.343363 0.0 0.0 0.1
C -1.833029 5.136578 1.498832 -0.1 0.0 0.0
C 4.653958 -3.388999 0.829832 -0.1 0.0 0.0
C -4.223226 4.993509 1.779532 0.1 0.1 0.0
C 4.967011 -2.749468 -0.370050 0.1 0.0 0.0
C 3.904105 -2.228473 -1.094598 0.0 0.0 0.0
C 0.405375 -3.863271 1.728606 0.2 -0.1 0.0
C -2.183888 -7.058997 3.265519 0.0 0.1 0.0
C 0.349161 2.787044 -2.795097 0.1 -0.1 0.5
C 2.591772 -2.315141 -0.654679 -0.1 0.0 0.0
C -5.099279 -1.218249 -3.217892 0.0 0.0 0.0
C 3.282672 3.364405 -5.891581 -0.1 0.0 0.1
C 1.750946 3.120338 1.542015 0.3 0.1 0.7
C -0.105845 -1.232936 5.458885 0.0 0.0 0.0
C -4.300818 0.680975 -1.421664 0.0 -0.3 -0.1
C -3.585997 -0.500170 -1.417385 -0.2 0.2 -0.3
C 2.507722 4.428300 -5.447693 0.0 0.0 0.0
C 0.452272 -5.194703 1.233282 0.0 0.0 0.0
C -1.241501 -4.718561 3.337558 0.0 0.0 0.0
C 1.705163 4.764206 -1.034633 0.1 0.0 0.1
C 1.495922 -2.368632 -2.862450 -0.1 0.0 0.0
C 3.049749 2.101850 -5.352500 0.0 0.1 0.0
C -1.242070 -5.987282 2.773353 0.0 -0.1 0.0
C -0.241952 -2.534932 5.042898 0.0 0.0 -0.1
C -3.102011 5.673629 1.316766 0.0 0.0 0.0
C -4.080958 3.771305 2.421074 0.0 0.0 0.0
C 2.083000 1.915161 -4.378689 -0.1 0.0 0.0
C -2.809478 3.253267 2.602076 0.0 0.0 -0.1
C -0.345858 -6.207143 1.726791 0.0 0.0 0.0
C 2.254244 -2.893314 0.598122 0.0 -0.2 0.1
H 0.032388 0.573971 4.124578 0.0 -0.1 0.0
H -0.293378 -7.192646 1.271309 0.0 0.0 0.0
H 3.630758 1.254654 -5.698795 0.0 0.0 0.0
H 2.013776 4.878669 -2.071714 0.0 0.0 0.0
H -2.077963 -7.228996 4.341298 0.0 0.0 0.0
H -2.048321 1.393503 5.626946 0.0 0.0 0.0
H 0.016240 -0.880040 6.469745 0.0 0.0 0.0
H 3.326724 1.936112 -0.261769 0.0 0.0 0.0
H 3.137422 -3.943517 2.239700 0.0 0.0 0.0
H 6.748441 -1.579187 -0.752111 0.0 0.0 0.0
H -0.681905 3.497624 2.278423 -0.1 0.0 0.0
H 7.059202 -3.253412 -0.288921 0.0 0.0 0.0
H 4.049771 3.512303 -6.641843 0.0 0.0 0.0
H 0.920774 5.489488 -0.812624 0.0 0.0 0.0
H 0.923403 5.075411 -4.158170 0.0 0.0 0.0
H 0.021664 -1.915965 -4.437376 0.0 0.0 0.0
H 1.118208 -5.384247 0.398728 0.0 0.0 0.0
H -1.160357 2.753005 4.858811 0.0 0.0 0.0
H 3.225269 2.426527 -1.970251 0.0 0.0 0.0
H -4.935828 3.192695 2.749695 0.0 0.0 0.0
H -1.902570 -4.510019 4.174925 0.0 0.0 0.0
H 6.477073 -2.873993 -1.914359 0.0 0.0 0.0
H -5.211610 5.407074 1.619795 0.0 0.0 0.0
H -0.246938 -3.460432 5.592985 0.0 0.0 -0.1
H 2.205630 -3.082063 -3.245923 0.0 0.0 0.1
H 2.551194 4.951093 -0.378580 0.0 0.0 0.1
H -0.954287 5.647799 1.124983 0.0 0.0 0.0
H -0.469147 3.508738 -2.812208 0.0 0.0 -0.1
H -1.052462 -0.393886 -2.437512 0.1 -0.1 0.0
H -3.219676 6.614402 0.791686 0.0 0.0 0.0
H -3.227316 -6.787858 3.080320 0.0 0.0 0.0
H 1.905564 0.921885 -3.977484 0.0 0.0 0.0
H 5.453244 -3.821915 1.425663 0.0 0.0 0.0
H -0.059957 1.775799 -2.795269 0.0 0.0 -0.1
H -2.896695 2.946797 5.303308 0.0 0.0 0.0
H 2.442766 0.930692 -1.422892 -0.1 0.0 0.0
H -1.992334 -8.005026 2.755742 0.0 0.0 0.0
H 2.660367 5.415965 -5.868517 0.0 0.0 0.0
H 4.097036 -1.741726 -2.047169 0.0 0.0 0.0
```
Positions in Å, forces in eV/Å.

Results
- Charge: -2
- Gap between HOMO and LUMO: 5.6 eV
- E: -7020.7801 hartree
- Molecular weight: 1073.0 g mol⁻¹
- Energy above the lowest of the compared OMol25 structures with the same formula, charge and spin: 109.3 kJ/mol
- HOMO energy: -1.9 eV

Here are the Löwdin charges for atoms 1 to 2, given in e: atom 1 (Cs): 0.830, atom 2 (As): 0.987

# 2
Molecular formula: C43H39AsCrN10
Method: DFT, ωB97M-V/def2-TZVPD

```
94
Properties=species:S:1:pos:R:3:forces:R:3
As 1.833694 0.713342 -1.032882 0.4 -0.1 0.1
Cr -0.348331 -0.057710 0.039455 -0.1 0.4 -0.2
N -1.476816 -0.467855 -3.168815 -0.6 0.1 -0.2
N 0.698161 -1.098237 1.387687 0.0 0.8 0.0
N -1.614789 3.060827 -0.040134 -0.1 -0.3 -0.2
N -0.259236 1.529414 1.214052 -0.2 -0.9 -0.1
N -0.556558 -1.532903 -1.205279 0.2 -0.6 -0.7
N 1.171521 0.685383 2.974288 0.2 -0.2 0.0
N -2.005734 -0.927629 1.072488 -0.1 0.9 0.4
N -1.375162 1.023263 -1.293481 -0.1 0.1 0.3
N -2.745790 -0.181206 1.940147 0.4 -0.7 -0.5
N 0.016756 -3.201041 0.420684 0.6 0.5 0.0
C 2.141289 -1.837246 4.679563 -0.4 0.4 -1.1
C -4.598377 2.623364 -4.175372 -0.4 -0.6 -0.6
C -0.759437 -1.456981 -2.558419 -0.3 0.5 0.6
C -1.903512 2.226259 -1.040076 0.0 0.3 0.7
C 0.525966 3.029434 2.779815 0.2 -0.8 -0.3
C 0.295983 -3.406667 -2.105223 -0.2 -0.2 -1.4
C 3.560347 -1.653672 -1.118654 -0.7 0.0 0.5
C -1.860823 0.568357 -2.542745 0.1 0.7 0.3
C -0.270936 -2.593621 -3.173936 0.7 -1.0 0.5
C -1.453223 -3.368687 0.852871 0.1 0.2 0.2
C -0.777448 2.720273 0.933727 -0.4 0.4 -0.2
C -2.848591 1.575835 -2.985575 -0.2 -0.8 -1.1
C -3.765350 3.645176 -2.139367 -0.8 0.1 -1.1
C 3.422828 3.197014 -1.182208 0.1 -0.7 0.4
C -2.899374 2.586739 -2.051437 0.7 -0.2 0.5
C 0.097954 -2.689752 -0.960948 -0.7 0.4 0.9
C 2.357209 -3.101195 5.138113 0.5 0.7 1.1
C 1.646486 -4.162131 3.111075 -0.5 -0.4 -1.3
C 2.033294 0.658413 -2.961608 -0.5 0.3 0.0
C 0.123849 5.747842 3.027039 -0.2 -1.2 0.2
C 1.016949 5.069778 3.878030 -0.5 0.2 -0.3
C 0.536255 1.600819 2.374049 0.1 1.3 0.0
C -4.611277 3.646015 -3.253450 -0.2 0.6 0.5
C -4.209342 -0.400572 3.961680 -0.4 0.0 -0.6
C 2.121759 -4.253567 4.362868 0.0 -0.4 0.6
C -0.316012 3.699298 1.900593 0.1 0.0 0.5
C -2.889291 -2.234933 2.645701 -0.6 0.5 0.5
C 0.830935 -2.417173 1.395882 -0.7 -1.1 -0.7
C 2.142138 2.606082 -0.595793 0.3 -0.4 0.1
C -3.709680 1.560486 -4.068921 0.1 0.5 0.4
C 3.488194 -0.226001 -0.511322 -0.8 -0.8 -0.4
C -3.314028 -0.931851 2.895032 0.3 -0.3 0.0
C 1.044212 -4.969581 -3.703080 -0.4 0.0 -0.3
C 0.440711 -4.207601 -4.743530 -0.3 0.2 -0.2
C 0.926318 -4.632752 -2.399197 0.1 0.3 0.2
C 1.184611 -0.624589 2.569656 0.0 0.0 0.2
C 1.221779 3.684443 3.753841 0.1 1.5 0.5
C -0.241516 -3.042338 -4.516538 0.7 -0.5 0.9
C 1.296923 1.785653 -3.666954 0.2 -0.4 -0.5
C 1.377281 -2.889742 2.571670 0.2 0.6 0.9
C -0.576089 5.040870 2.037212 0.5 0.7 0.4
C -2.080928 -2.173725 1.526883 0.3 -0.2 -0.7
C 1.621220 -1.700125 3.357057 0.2 -0.9 -0.1
H 1.915555 3.229897 4.426585 0.2 -0.6 0.2
H -5.363514 2.612966 -4.959945 0.5 0.1 0.2
H 1.509788 5.639668 4.668156 0.0 -0.3 -0.3
H 3.592638 2.975258 -2.229764 -0.2 -0.1 -0.2
H 3.090087 0.714614 -3.155776 0.5 0.0 -0.1
H -2.762698 0.814162 1.806687 -0.1 0.2 0.1
H 3.463875 -0.315815 0.566716 0.1 0.1 0.3
H 1.554205 -5.859022 -3.994451 0.3 -0.5 0.0
H 1.451268 1.723783 -4.752024 -0.1 0.0 0.2
H -1.281773 5.541225 1.403659 -0.2 0.1 -0.3
H 2.326532 -0.928196 5.242034 0.1 -0.3 0.2
H 0.233587 1.751042 -3.473208 -0.3 0.1 0.0
H 1.471641 -5.047372 2.496378 0.0 0.0 0.3
H 2.193180 2.620548 0.499785 -0.1 0.2 -0.2
H -3.863268 4.429145 -1.424855 0.3 0.3 0.5
H 1.688201 2.729427 -3.341233 0.0 0.6 0.1
H -3.207575 -3.100351 3.188039 0.1 -0.2 0.2
H -1.468585 -4.168980 1.590228 0.0 -0.1 -0.1
H -0.117850 6.777902 3.197668 0.2 0.4 0.0
H 1.244074 3.142210 -0.892943 -0.1 0.1 -0.1
H 0.419611 -4.140099 0.382537 0.0 0.1 0.1
H 2.760507 -3.191905 6.146643 -0.1 -0.2 -0.2
H -5.339431 4.439421 -3.402859 0.2 0.0 0.2
H 1.682582 -0.303710 -3.300994 -0.1 -0.4 -0.1
H -0.704455 -2.454508 -5.276889 -0.2 0.2 -0.5
H 2.629771 -2.219725 -0.884214 0.6 0.4 -0.1
H 4.323311 0.378787 -0.819530 0.4 0.3 -0.1
H 3.460368 4.263451 -1.067756 -0.1 0.6 0.1
H 0.506070 -4.615202 -5.736489 0.0 0.0 -0.3
H 2.279189 -5.229234 4.795334 0.2 -0.1 0.1
H 4.261971 2.775305 -0.632009 0.2 0.1 0.0
H -3.753528 0.421248 4.509406 0.0 0.0 0.1
H -5.151411 -0.060195 3.508333 0.2 0.1 0.2
H -1.998726 -3.643145 -0.054828 0.1 -0.1 0.2
H 1.356454 -5.219856 -1.604912 0.2 -0.3 0.1
H -3.708974 0.772811 -4.787123 0.1 -0.5 -0.3
H 4.387949 -2.210887 -0.674087 0.0 0.1 0.0
H -4.470349 -1.208205 4.631113 0.1 -0.1 0.3
H 3.682796 -1.679753 -2.199658 0.0 0.2 -0.1
```
Positions in Å, forces in eV/Å.

Results
- 2S+1: 4
- Charge: +1
- Gap between HOMO and LUMO (spin up / spin down): 5.8 / 5.6 eV
- E: -5489.7276 hartree
- Molecular weight: 822.8 g mol⁻¹
- ⟨S²⟩: 3.786
- HOMO energy (spin up / spin down): -9.4 / -9.4 eV

Here are the Löwdin charges for atoms 1 to 2, given in e: atom 1 (As): 1.279, atom 2 (Cr): 0.652